i:
ORCA calculation (ωB97M-V/def2-TZVPD) on one molecule with the formula C3H5FO.

Cartesian coordinates (Å):
C: -1.5387 -0.7278 0.1644
C: -0.6134 0.5160 0.1839
C: 0.6055 0.5198 -0.6095
O: -2.1385 -0.4372 -1.0283
F: -0.8272 1.6826 0.7449
H: -1.0037 -1.6845 0.1253
H: -2.2402 -0.7636 1.0556
H: 1.2562 1.3793 -0.3954
H: 0.4999 0.6853 -1.8186
H: 0.9866 -0.4492 -0.4323

total charge: 0
orbital gap (spin up / spin down): 8.7 / 8.1 eV
highest occupied orbital energy (spin up / spin down): -9.219 / -8.832 eV

ii:
ORCA calculation (ωB97M-V/def2-TZVPD) on one molecule with the formula C3H5FO.

Cartesian coordinates (Å):
C: 1.1894 -0.1860 -0.1201
C: -0.1173 0.4221 0.3491
F: -0.2539 1.6197 -0.1992
C: -1.4126 -0.2580 -0.0698
O: -2.4849 0.2639 -0.0548
H: 2.0786 0.1449 0.4294
H: 1.3204 0.0273 -1.2240
H: 1.1515 -1.2700 -0.1212
H: -0.0823 0.5261 1.4208
H: -1.3890 -1.2900 -0.4102

SMILES: C[C@@H](F)C=O
total charge: 0
orbital gap: 10.9 eV
highest occupied orbital energy: -10.109 eV

Most stable: ii (next structure +2.939 eV)

i:
ORCA calculation (ωB97M-V/def2-TZVPD) on one molecule with the formula C3H5FO.

Cartesian coordinates (Å):
C: 0.8027 0.8599 0.5755
C: -0.1303 -0.0961 0.7972
C: -0.4231 -0.9688 -0.4064
O: -1.6226 -0.4931 -1.0989
F: -0.5849 -2.3056 -0.3127
H: 1.2680 1.3917 1.4448
H: 1.2718 1.0674 -0.3798
H: -0.6330 -0.2347 1.7633
H: 0.4583 -0.8096 -1.0663
H: -1.2974 0.2122 -1.6453

SMILES: C=C[C@H](O)F
total charge: 0
orbital gap: 11.2 eV
highest occupied orbital energy: -10.256 eV

ii:
ORCA calculation (ωB97M-V/def2-TZVPD) on one molecule with the formula C3H5FO.

Cartesian coordinates (Å):
C: 0.1014 -0.5911 -0.3473
C: -1.3548 1.4263 -0.6841
C: 0.9704 -1.0629 0.8721
O: -0.3560 0.6059 -0.1942
F: -1.2467 2.6053 -0.0610
H: 0.0113 -0.9543 -1.3538
H: -1.7804 1.5147 -1.7227
H: 1.8460 -0.4791 0.8815
H: 1.4089 -2.0210 0.7939
H: 0.3998 -1.0438 1.8157

total charge: 0
orbital gap (spin up / spin down): 8.8 / 8.0 eV
highest occupied orbital energy (spin up / spin down): -7.812 / -7.239 eV

Most stable: i (next structure +3.069 eV)

i:
ORCA calculation (ωB97M-V/def2-TZVPD) on a 5-piece molecular cluster, H12NO4 overall.

Cartesian coordinates (Å):
N: -0.1917 -0.3305 1.2161
H: -0.9261 -0.0504 0.5402
H: 0.2807 0.6623 1.3025
H: 0.6666 -0.8294 1.1505
H: -0.8130 -0.5841 2.0245
H: -2.8668 2.0933 -3.3575
H: -2.9358 3.0830 -2.5848
O: -3.0227 2.1837 -2.4180
H: 3.2265 0.4734 2.2850
H: 3.5123 0.7771 0.8639
O: 2.8335 0.2767 1.3868
H: 2.7007 -2.2044 0.8909
H: 1.7633 -3.3081 0.6745
O: 1.7497 -2.4048 1.0886
H: -1.7805 -0.5667 -2.1765
H: -2.3849 0.7345 -1.5723
O: -1.8119 -0.0057 -1.3145

total charge: +1
orbital gap: 11.7 eV
highest occupied orbital energy: -14.769 eV

ii:
ORCA calculation (ωB97M-V/def2-TZVPD) on a 5-piece molecular cluster, H12NO4 overall.

Cartesian coordinates (Å):
N: 14.8871 -1.7538 7.7313
H: 14.0368 -2.2491 8.0636
H: 14.6169 -1.2651 6.8653
H: 15.5224 -2.5362 7.4910
H: 15.3056 -1.1923 8.4889
O: 13.4853 -0.1854 5.8814
H: 13.0299 0.4774 6.4098
H: 13.3110 0.0629 4.9686
O: 12.6603 -3.2500 8.6291
H: 11.7422 -2.9631 8.6367
H: 12.6717 -4.0743 9.1249
O: 16.1617 -0.0351 9.5534
H: 16.7023 0.5379 9.0003
H: 16.3586 0.2338 10.4555
O: 16.4254 -3.4912 6.1303
H: 17.1603 -4.0984 6.2623
H: 16.6758 -2.9589 5.3688

total charge: +1
orbital gap: 12.9 eV
highest occupied orbital energy: -15.705 eV

iii:
ORCA calculation (ωB97M-V/def2-TZVPD) on a 5-piece molecular cluster, H12NO4 overall.

Cartesian coordinates (Å):
N: -0.2283 -0.0528 -0.8464
H: -0.5113 -0.9910 -0.5583
H: 0.1575 0.5024 -0.0733
H: 0.5145 -0.0794 -1.5624
H: -0.9471 0.5465 -1.2506
H: 0.3592 -0.3620 3.4208
H: 0.4801 -1.8855 3.4254
O: 0.2981 -1.1358 2.8523
H: 0.7567 3.2135 0.6775
H: 0.1151 2.3832 1.7912
O: 0.3343 2.3706 0.8639
H: 1.3593 0.8809 -3.7273
H: 1.9498 1.8298 -2.7670
O: 1.2445 1.1688 -2.8181
H: -1.4141 -2.7031 0.7563
H: -2.5281 -3.2162 -0.1667
O: -1.9402 -2.4698 -0.0174

total charge: +1
orbital gap: 12.0 eV
highest occupied orbital energy: -14.980 eV

Most stable: ii (next structure +0.464 eV)

i:
ORCA calculation (ωB97M-V/def2-TZVPD) on one molecule with the formula C2H6N2O.

Cartesian coordinates (Å):
N: -0.3945 -1.4137 0.8746
C: -0.6793 -0.1665 0.2060
N: 0.5029 0.1613 -0.6256
C: 0.9796 1.4161 -0.7215
O: 0.3418 2.3703 -0.3012
H: -0.7033 -2.2557 0.4142
H: -0.5770 -1.3942 1.8658
H: -0.9575 0.6822 0.8301
H: -1.5100 -0.2763 -0.4985
H: 1.0666 -0.6618 -0.7809
H: 1.9305 1.5383 -1.2630

SMILES: NCNC=O
total charge: 0
orbital gap: 10.5 eV
highest occupied orbital energy: -9.585 eV

ii:
ORCA calculation (ωB97M-V/def2-TZVPD) on a 2-piece molecular cluster, C2H6N2O overall.

Cartesian coordinates (Å):
C: 1.3735 0.0415 0.2836
C: 0.7828 -0.9639 -0.5369
N: -1.8199 0.4920 -0.4438
N: -1.7255 -0.7024 0.1472
O: 0.7740 0.3145 -0.9580
H: 0.9032 0.3091 1.2650
H: 2.3846 0.2561 0.4651
H: 1.2008 -1.8324 -1.0155
H: -1.3970 1.1607 0.1100
H: -1.7656 0.7020 -1.4585
H: -1.4117 -0.4406 1.0668

total charge: 0
orbital gap (spin up / spin down): 8.5 / 8.9 eV
highest occupied orbital energy (spin up / spin down): -7.517 / -7.891 eV

Most stable: i (next structure +6.120 eV)